(1)
{"formula": "C53H60CsF6N8O5PS7", "method": "ωB97M-V with the def2-TZVPD basis set", "charge": -2, "lumo_ha": 0.11411, "gap_ev": 5.08, "total_energy_ha": -6617.859206, "species": ["Cs", "S", "C", "C", "C", "C", "C", "C", "N", "C", "C", "C", "C", "C", "C", "C", "C", "N", "C", "C", "C", "C", "C", "S", "C", "H", "H", "H", "H", "H", "H", "H", "H", "H", "H", "H", "H", "F", "C", "F", "F", "S", "O", "O", "N", "S", "O", "O", "C", "F", "F", "F", "C", "C", "C", "C", "P", "N", "C", "C", "C", "C", "C", "C", "C", "C", "H", "H", "H", "H", "H", "H", "H", "H", "H", "H", "H", "H", "H", "H", "H", "H", "H", "H", "H", "H", "H", "H", "H", "H", "H", "H", "H", "O", "C", "C", "C", "C", "C", "S", "C", "C", "C", "C", "S", "C", "C", "C", "C", "S", "H", "H", "H", "H", "H", "H", "H", "H", "H", "C", "N", "C", "N", "C", "N", "C", "N", "C", "C", "H", "H", "H", "H", "H", "H", "H", "H", "H", "H", "H", "H"], "coordinates": [[0.65008, 1.44375, 1.06780], [3.27196, -5.99602, -1.61685], [3.65618, -7.62925, -1.93735], [3.20498, -8.01848, -3.16122], [2.53565, -6.97073, -3.84782], [2.48602, -5.80140, -3.14040], [1.89882, -4.51641, -3.54991], [1.45545, -3.54554, -2.61971], [0.97900, -2.36677, -2.94603], [0.86559, -2.04852, -4.25113], [1.21642, -2.97020, -5.25997], [1.03635, -2.63330, -6.64138], [0.51529, -1.44592, -6.99717], [0.12718, -0.48534, -6.00633], [-0.47339, 0.72624, -6.36481], [-0.86254, 1.62302, -5.40606], [-0.55008, 1.28908, -4.06069], [0.02080, 0.16451, -3.69433], [0.33014, -0.74994, -4.63802], [-1.57666, 2.85718, -5.75645], [-2.08776, 3.22590, -6.97368], [-2.73564, 4.48818, -6.94475], [-2.70226, 5.05395, -5.70386], [-1.90561, 4.06156, -4.57474], [1.75312, -4.20289, -4.87593], [4.19362, -8.20813, -1.19874], [3.33450, -9.01833, -3.55590], [2.08603, -7.08693, -4.82778], [1.47429, -3.77309, -1.55420], [1.32398, -3.36495, -7.39044], [0.37185, -1.19921, -8.04357], [-0.63946, 0.93864, -7.41511], [-0.78986, 1.98373, -3.25353], [-2.02991, 2.60678, -7.86122], [-3.20346, 4.94834, -7.80599], [-3.11506, 6.00176, -5.38487], [2.06866, -4.90483, -5.64122], [1.48721, 7.18016, 1.95568], [1.16562, 6.12614, 1.19655], [2.28041, 5.65342, 0.62472], [0.33055, 6.52621, 0.23936], [0.36375, 4.81501, 2.21202], [0.06409, 3.75754, 1.28056], [-0.72118, 5.47091, 2.88209], [1.61102, 4.52538, 3.14703], [1.60818, 3.22663, 4.03630], [0.97888, 2.08068, 3.43133], [2.85790, 3.07114, 4.71019], [0.42844, 3.63558, 5.41271], [-0.83740, 3.45828, 5.02324], [0.57489, 4.89132, 5.84126], [0.66272, 2.81227, 6.44568], [5.90375, -1.09489, 1.18089], [4.74540, -2.09689, 1.28951], [5.32538, -3.47364, 1.62940], [4.08209, -2.11820, -0.09375], [3.41914, -1.32044, 2.47536], [2.60001, -0.23636, 1.78811], [4.43841, -0.70582, 4.01549], [3.40746, -0.44027, 5.12660], [5.54124, -1.60466, 4.58144], [5.01055, 0.67332, 3.62041], [2.33293, -2.79252, 3.10659], [1.09598, -2.18584, 3.79349], [2.96985, -3.84112, 4.02260], [1.79059, -3.48581, 1.84630], [6.50382, -1.32857, 0.29163], [6.56827, -1.12934, 2.04382], [5.51600, -0.08042, 1.07195], [6.19084, -3.67312, 0.98003], [4.60295, -4.27584, 1.46236], [5.66937, -3.52625, 2.66577], [4.84040, -2.26368, -0.87861], [3.56377, -1.17017, -0.25750], [3.34391, -2.91665, -0.18114], [3.12251, -1.35709, 5.64819], [2.51762, 0.03784, 4.70976], [3.82912, 0.24774, 5.86860], [5.18590, -2.61852, 4.78304], [5.89297, -1.18103, 5.53244], [6.40397, -1.67785, 3.91700], [4.38050, 1.11719, 2.84175], [6.03921, 0.60712, 3.25661], [4.99176, 1.36077, 4.47204], [1.27892, -1.89865, 4.82747], [0.27992, -2.92193, 3.79541], [0.77852, -1.29586, 3.23954], [3.20192, -3.43010, 5.00699], [3.88235, -4.26124, 3.59708], [2.26153, -4.67082, 4.16648], [1.33620, -2.74292, 1.18250], [1.02051, -4.21442, 2.13501], [2.56307, -4.02865, 1.29909], [-2.36720, 2.81903, -1.11871], [-3.55434, 3.44898, -0.94986], [-3.38045, 4.98185, -1.11894], [-2.22480, 5.63178, -1.41096], [-2.37665, 7.05007, -1.51680], [-3.65604, 7.45664, -1.30212], [-4.67792, 6.11811, -0.95111], [-4.12154, 3.24935, 0.46929], [-3.43061, 3.39481, 1.63084], [-4.21805, 3.14064, 2.79252], [-5.50208, 2.80404, 2.49265], [-5.75821, 2.80094, 0.79259], [-4.59021, 2.93676, -2.01676], [-5.84409, 3.27748, -2.43909], [-6.29564, 2.47461, -3.53585], [-5.37060, 1.55144, -3.91304], [-3.93888, 1.64861, -2.95620], [-1.29270, 5.09158, -1.51038], [-1.56326, 7.72982, -1.74616], [-4.05577, 8.46182, -1.29080], [-2.38764, 3.68020, 1.65275], [-3.82636, 3.20696, 3.80172], [-6.30913, 2.54674, 3.16508], [-6.43470, 4.07029, -1.99829], [-7.26533, 2.59783, -4.00588], [-5.46036, 0.82716, -4.71369], [-3.21050, -1.06073, -0.09813], [-2.32124, -1.04190, 1.06608], [-2.98540, -0.27742, 2.12882], [-4.27440, -0.88654, 2.50995], [-5.12345, -0.93250, 1.31231], [-4.50506, -1.69445, 0.22162], [-4.24367, -3.05002, 0.70496], [-3.37757, -3.07559, 1.89353], [-2.11187, -2.40959, 1.53061], [-4.01976, -2.26282, 2.93672], [-2.73515, -1.62354, -0.90486], [-3.37654, -0.03734, -0.43722], [-3.16169, 0.74299, 1.77774], [-2.34166, -0.24684, 3.01102], [-5.31395, 0.08290, 0.97103], [-6.07627, -1.40149, 1.57655], [-3.75966, -3.62271, -0.09007], [-5.19471, -3.52914, 0.95568], [-1.63115, -2.98693, 0.73800], [-1.45963, -2.39618, 2.40524], [-3.37139, -2.24855, 3.81570], [-4.97068, -2.73069, 3.20669]], "forces_ev_per_angstrom": [[-0.5, -3.6, -3.2], [0.0, 0.1, 0.0], [0.0, 0.0, 0.1], [0.0, 0.0, 0.0], [-0.1, -0.1, -0.2], [0.0, 0.0, 0.2], [0.0, 0.0, 0.2], [0.0, 0.0, 0.1], [0.0, -0.1, 0.0], [0.0, -0.1, 0.0], [0.0, 0.2, 0.0], [0.1, -0.1, -0.1], [0.0, 0.0, -0.1], [0.1, -0.1, 0.1], [0.0, 0.0, -0.2], [0.0, 0.1, 0.2], [0.0, 0.0, 0.1], [0.0, -0.2, -0.1], [-0.1, 0.2, -0.1], [0.0, 0.1, 0.2], [-0.1, 0.0, -0.1], [0.1, -0.1, -0.1], [0.0, 0.1, 0.1], [0.0, 0.0, 0.1], [0.1, -0.1, -0.2], [-0.1, 0.0, -0.1], [0.0, 0.1, 0.0], [0.0, 0.0, 0.1], [0.1, 0.1, -0.1], [0.0, 0.0, 0.0], [0.0, 0.0, 0.0], [0.0, 0.0, 0.0], [-0.1, -0.1, 0.0], [0.0, 0.0, 0.1], [0.0, 0.0, 0.1], [0.0, -0.1, 0.0], [0.0, 0.1, 0.0], [0.0, 0.0, -0.2], [0.2, -0.2, 0.1], [-0.1, 0.2, 0.0], [0.1, 0.0, 0.1], [0.1, 0.7, 0.0], [-0.7, 3.0, 0.4], [0.0, -0.1, -0.1], [-0.1, -0.4, 0.0], [-0.2, 0.1, 0.8], [0.4, 0.7, 2.0], [0.1, 0.1, -0.2], [0.0, -0.1, -0.1], [0.1, 0.1, 0.1], [0.0, 0.0, 0.0], [-0.1, 0.0, 0.0], [-0.1, 0.0, 0.0], [-0.1, 0.0, 0.0], [0.0, 0.1, 0.0], [0.0, -0.1, -0.1], [0.4, -0.1, 0.1], [0.6, -0.5, 0.3], [-0.2, 0.1, -0.1], [0.0, 0.0, 0.0], [0.0, 0.0, 0.0], [0.0, 0.0, 0.0], [0.0, 0.1, -0.1], [0.0, 0.0, 0.0], [-0.1, 0.0, -0.1], [0.0, 0.0, 0.0], [0.0, 0.0, 0.0], [0.0, 0.0, 0.0], [0.0, 0.0, 0.0], [-0.1, 0.0, 0.0], [0.0, 0.0, 0.1], [0.0, 0.0, -0.1], [-0.1, 0.0, 0.1], [0.0, 0.0, 0.0], [0.1, 0.1, -0.1], [0.0, 0.0, 0.0], [0.0, 0.0, 0.1], [0.0, -0.1, 0.0], [0.0, 0.1, 0.0], [0.0, 0.0, 0.0], [0.0, 0.0, 0.1], [0.1, 0.0, 0.1], [-0.1, 0.0, 0.0], [0.1, -0.1, 0.0], [0.0, 0.0, 0.0], [0.1, 0.0, 0.0], [0.0, -0.1, 0.0], [0.0, 0.0, 0.0], [-0.1, 0.0, 0.1], [0.0, 0.1, 0.0], [0.1, -0.1, 0.0], [0.0, 0.0, 0.0], [-0.1, 0.0, 0.0], [-0.7, 0.1, 0.0], [0.5, -0.1, -0.3], [-0.4, 0.0, -0.2], [0.2, 0.0, 0.0], [0.0, -0.1, -0.1], [-0.1, 0.0, 0.1], [0.1, 0.0, 0.0], [-0.2, -0.2, -0.1], [0.0, 0.0, 0.2], [0.1, 0.1, 0.0], [-0.1, 0.0, 0.0], [0.0, 0.0, 0.1], [0.6, 0.1, 0.1], [0.0, -0.1, -0.1], [0.0, 0.2, 0.2], [0.2, -0.1, 0.0], [-0.3, 0.0, 0.0], [-0.1, 0.0, 0.0], [-0.1, -0.1, 0.1], [0.1, -0.1, 0.0], [0.0, 0.0, -0.1], [-0.1, 0.0, -0.1], [0.1, 0.0, 0.0], [0.1, 0.0, 0.0], [0.1, 0.0, 0.0], [0.0, 0.1, 0.1], [-0.1, -0.1, 0.1], [0.1, 0.1, 0.1], [-0.1, -0.1, -0.1], [0.0, 0.0, 0.0], [0.1, -0.1, 0.0], [0.0, 0.0, 0.0], [0.1, 0.1, 0.1], [0.0, 0.0, -0.1], [-0.1, 0.0, 0.0], [0.0, 0.0, -0.1], [0.0, 0.0, 0.0], [0.0, 0.0, 0.0], [0.0, -0.1, 0.0], [0.0, 0.0, 0.0], [0.0, 0.1, 0.0], [0.0, 0.0, 0.0], [0.0, 0.0, 0.0], [0.0, 0.0, 0.0], [0.1, 0.0, 0.0], [0.0, 0.0, 0.0], [0.0, 0.0, 0.0], [0.0, 0.0, 0.0]]}

(2)
{"formula": "C4H9N2O2", "method": "ωB97M-V with the def2-TZVPD basis set", "charge": -1, "lumo_ha": -0.01570, "gap_ev": 3.24, "total_energy_ha": -417.656816, "species": ["C", "N", "C", "O", "O", "C", "N", "C", "H", "H", "H", "H", "H", "H", "H", "H", "H"], "coordinates": [[2.38077, 1.52468, -0.28819], [2.18354, 1.08407, -1.55941], [-4.88036, -1.38780, -0.97218], [-5.78897, -0.54555, -1.07775], [-4.91987, -2.62915, -1.06896], [2.60407, 0.31668, 0.79144], [3.10726, 0.84320, 1.96686], [4.53030, 0.64800, 2.06076], [3.35320, 2.03418, -0.26456], [1.71662, 2.30532, 0.10445], [1.32025, 0.54328, -1.65891], [-3.84015, -0.96701, -0.83616], [1.70226, -0.26746, 0.97683], [3.36038, -0.27487, 0.26858], [4.97618, 1.33809, 2.77898], [5.08238, 0.71803, 1.11490], [4.73527, -0.36705, 2.44153]], "forces_ev_per_angstrom": [[0.3, 3.4, -3.0], [0.4, -0.9, 1.1], [0.2, -0.1, -0.5], [-0.2, 0.2, 0.2], [0.0, -0.3, 0.2], [1.5, -2.1, 3.5], [-0.4, -0.6, -2.0], [0.3, 0.2, 0.5], [0.1, -0.1, 0.1], [-0.8, -1.0, 0.6], [-0.3, 0.5, 0.1], [0.1, 0.1, 0.2], [-0.5, 0.7, -0.5], [-0.3, -0.2, -0.2], [0.0, 0.0, -0.1], [-0.2, 0.1, -0.2], [-0.1, 0.1, 0.0]]}

(3)
{"formula": "C8H8F3N3", "method": "ωB97M-V with the def2-TZVPD basis set", "smiles": "N[C@]1(C(F)(F)F)NNc2ccccc21", "charge": 0, "lumo_ha": 0.03176, "gap_ev": 9.55, "total_energy_ha": -773.456669, "species": ["N", "C", "C", "F", "F", "F", "N", "N", "C", "C", "C", "C", "C", "C", "H", "H", "H", "H", "H", "H", "H", "H"], "coordinates": [[2.06950, -1.51262, -1.12850], [1.05991, -1.53421, -0.12634], [1.60459, -2.01780, 1.23495], [0.75440, -1.75737, 2.22157], [1.81825, -3.33835, 1.25805], [2.81521, -1.47148, 1.49873], [-0.19302, -2.26912, -0.49653], [-1.37773, -1.61488, -0.09759], [-1.02853, -0.23546, 0.20784], [-1.96869, 0.78405, 0.35440], [-1.57948, 2.05614, 0.69101], [-0.22458, 2.29456, 0.82172], [0.74985, 1.33808, 0.59232], [0.32603, 0.04523, 0.26999], [3.06883, -1.24331, -0.72664], [2.17678, -2.30825, -1.80562], [-0.20024, -2.40306, -1.49690], [-1.75589, -2.14274, 0.83199], [-3.06363, 0.59427, 0.35542], [-2.32350, 2.74524, 0.86873], [0.02826, 3.28283, 1.33142], [1.77773, 1.50901, 0.73517]], "forces_ev_per_angstrom": [[2.9, 0.2, -0.2], [-1.9, 2.4, 1.1], [0.1, -0.7, -0.6], [0.0, 0.3, 0.4], [0.0, -0.4, -0.2], [-0.4, 0.5, 0.2], [2.0, -0.1, 0.3], [-0.7, -0.5, 2.8], [-0.4, -0.2, -0.4], [-1.5, -1.0, 0.3], [1.7, -2.0, -0.5], [0.5, 2.5, 1.6], [-1.0, -1.4, -0.2], [0.3, -2.3, -1.1], [-3.1, -0.9, -1.1], [-0.5, 0.9, 1.4], [-0.1, 0.2, -0.1], [1.2, 1.8, -2.8], [0.9, -0.2, -0.3], [-1.2, 1.7, 0.4], [0.1, -1.3, -1.2], [1.1, 0.5, 0.1]]}

(4)
{"formula": "CH2N2O2S", "method": "ωB97M-V with the def2-TZVPD basis set", "charge": 0, "lumo_ha": [-0.12289, -0.12267], "gap_ev": [6.20, 6.21], "total_energy_ha": -697.155580, "species": ["C", "N", "N", "O", "O", "S", "H", "H"], "coordinates": [[-0.05616, -0.14169, 1.18303], [0.41392, -1.08240, 0.59764], [-0.09765, 0.96462, 1.63269], [1.10916, -0.81064, -1.65340], [0.33878, -1.50683, -0.65731], [-1.62548, 1.07003, -1.36529], [0.54757, -0.03791, -1.89752], [-0.63015, 1.54482, 2.16016]], "forces_ev_per_angstrom": [[0.3, 1.6, -1.5], [1.4, -1.6, 1.5], [1.6, -0.4, -0.5], [0.2, 1.0, 0.6], [-1.4, -1.5, -2.0], [0.0, 0.1, 0.0], [0.1, -0.5, 0.3], [-2.1, 1.4, 1.7]]}

(5)
{"formula": "C37H29N3O2PRuS", "method": "ωB97M-V with the def2-TZVPD basis set", "charge": 0, "lumo_ha": [-0.01056, -0.09498], "gap_ev": [4.02, 5.90], "s_squared": 8.7828, "total_energy_ha": -2576.192038, "spin_multiplicity": 6, "species": ["Ru", "C", "C", "C", "C", "C", "C", "C", "S", "O", "O", "N", "C", "C", "C", "C", "C", "N", "H", "H", "H", "H", "H", "H", "H", "H", "H", "H", "H", "C", "C", "C", "C", "C", "C", "P", "C", "C", "C", "C", "C", "C", "C", "C", "C", "C", "C", "C", "H", "H", "H", "H", "H", "H", "H", "H", "H", "H", "H", "H", "H", "H", "N", "C", "C", "C", "C", "C", "C", "C", "H", "H", "H", "H"], "coordinates": [[0.28348, 0.07498, -0.29794], [-0.81545, -6.96424, -2.40101], [-0.88170, -5.49320, -2.76348], [-1.99341, -4.80880, -2.31097], [-2.10300, -3.43403, -2.45332], [-0.96808, -2.78544, -2.92953], [0.14585, -3.43772, -3.47157], [0.14097, -4.82011, -3.40606], [-0.98690, -1.02220, -2.90788], [0.44793, -0.74547, -2.92349], [-1.84617, -0.56676, -4.01343], [-1.40212, -0.61958, -1.41406], [-2.66139, -0.39064, -0.94219], [-3.79429, -0.16106, -1.73694], [-4.91864, 0.40107, -1.11616], [-4.91966, 0.81710, 0.24516], [-3.74246, 0.54213, 0.91966], [-2.64222, -0.05452, 0.38125], [-0.29981, -7.04528, -1.44037], [-0.24725, -7.54840, -3.14077], [-1.85252, -7.36173, -2.32422], [-2.82038, -5.36749, -1.80607], [-3.02967, -2.90023, -2.22968], [1.00881, -2.89331, -3.83884], [0.99911, -5.30716, -3.84844], [-3.78326, -0.32784, -2.81892], [-5.82339, 0.55285, -1.75695], [-5.82713, 1.10005, 0.76495], [-3.69022, 0.60919, 2.01346], [5.84706, 1.94756, 2.36973], [5.46848, 1.77680, 1.02994], [4.16131, 1.40501, 0.69902], [3.19103, 1.34465, 1.71436], [3.58009, 1.51546, 3.03516], [4.84119, 1.84825, 3.38462], [1.43586, 1.11484, 1.43893], [0.46880, 2.22045, 2.51481], [-0.87102, 1.81591, 2.72270], [-1.69860, 2.60885, 3.51274], [-1.22094, 3.68463, 4.28210], [0.09355, 4.14000, 4.04998], [0.93404, 3.34353, 3.21278], [1.17402, -0.64204, 2.01713], [1.51101, -1.35467, 3.16132], [1.58931, -2.75045, 3.07535], [1.13060, -3.46315, 1.92128], [0.77620, -2.75937, 0.75149], [0.76638, -1.38145, 0.86456], [6.84630, 2.16341, 2.64492], [6.03788, 1.84421, 0.13331], [3.89769, 1.09117, -0.29433], [2.81025, 1.47462, 3.81697], [5.06719, 1.94320, 4.42127], [-1.19699, 0.90184, 2.22253], [-2.72390, 2.30691, 3.59382], [-1.86828, 4.14649, 5.03171], [0.49582, 5.02674, 4.56054], [1.99931, 3.63732, 3.04886], [1.50295, -0.82619, 4.12938], [1.97525, -3.31368, 3.90198], [0.96577, -4.54230, 1.99213], [0.57310, -3.19549, -0.22495], [-0.78251, 6.07261, -4.58348], [-0.59834, 5.24034, -3.79011], [-0.35893, 4.13354, -2.99735], [-1.04085, 3.80260, -1.84146], [-0.59869, 2.71005, -1.05396], [0.35267, 1.82602, -1.45177], [0.94313, 2.06689, -2.72352], [0.64595, 3.20962, -3.43219], [-1.84352, 4.48948, -1.45106], [-1.10086, 2.52638, -0.08370], [1.66428, 1.33616, -3.01599], [1.17991, 3.47107, -4.34372]], "forces_ev_per_angstrom": [[-2.5, 0.5, -2.3], [-0.2, 0.0, -0.6], [-0.1, -1.0, 0.4], [-1.5, 0.1, 0.5], [0.6, -0.5, -0.2], [-0.6, 0.5, -0.5], [-0.8, 0.0, 0.8], [0.5, 0.4, -0.3], [0.3, -0.9, -2.1], [-0.2, 0.8, 0.1], [1.2, -0.2, 2.1], [0.7, -0.4, 0.0], [-0.5, 2.2, 1.2], [-1.0, 0.2, 0.4], [-0.5, 0.3, -0.4], [0.6, -1.4, -1.3], [0.6, -1.4, 0.4], [-0.9, 0.4, -0.8], [-0.2, -0.2, 0.0], [-0.2, 0.2, 0.2], [0.9, 0.1, 0.1], [0.8, 0.5, -0.6], [0.4, -0.1, 0.2], [-0.3, 0.0, 0.0], [-0.1, -0.5, 0.2], [0.0, -0.1, 0.6], [0.8, -0.1, 0.7], [0.2, 0.3, -0.2], [0.0, 0.5, -0.4], [-1.8, 0.1, 0.0], [-1.2, -0.8, 0.3], [-0.5, 0.1, 1.4], [0.1, 0.8, -1.0], [-1.8, 0.2, 0.7], [2.3, -0.4, -1.5], [0.6, -2.5, 2.0], [-0.7, 0.1, 1.0], [0.7, 0.8, -0.4], [0.4, -0.5, 0.5], [0.7, 0.2, -0.9], [0.1, -1.4, -0.1], [0.5, 1.1, -0.4], [-0.6, 2.6, -1.9], [0.1, -1.4, 2.3], [-0.8, 1.2, -0.8], [0.3, -0.6, 0.3], [0.1, 1.0, 0.1], [0.9, -1.9, -0.2], [0.8, 0.3, 0.1], [1.4, 0.2, 0.0], [0.0, 0.4, -0.4], [0.4, -0.1, -0.3], [0.4, 0.2, 0.5], [-0.3, 0.3, 0.2], [-0.4, -0.1, 0.3], [0.2, 0.1, -0.5], [-0.2, -0.6, -0.2], [-1.1, -0.1, 0.2], [0.6, -0.5, -0.4], [-0.1, -0.2, 0.5], [0.4, 0.4, -0.1], [-0.3, -0.3, 0.4], [0.3, -1.0, 1.4], [-0.9, 2.6, -2.5], [1.1, -3.0, 1.1], [-0.4, 0.9, 1.2], [-1.7, 0.9, 0.9], [0.8, 0.7, -1.7], [0.0, 0.2, 1.4], [-0.1, 0.5, -0.2], [0.9, -0.9, -0.5], [0.1, 0.4, -0.5], [0.4, 0.0, -0.7], [-0.1, -0.3, 0.1]]}